No. 1
{
  "formula": "C10Cl10",
  "method": "ωB97M-V/def2-TZVPD",
  "spin_multiplicity": 1,
  "gap_ev": 8.02,
  "lumo_ev": -0.9,
  "smiles": "ClC1=C(Cl)C(Cl)(C2(Cl)C(Cl)=C(Cl)C(Cl)=C2Cl)C(Cl)=C1Cl",
  "de_lowest_kcal_mol": 0.0,
  "species": ["Cl", "C", "C", "Cl", "C", "Cl", "C", "Cl", "C", "Cl", "C", "Cl", "C", "Cl", "C", "Cl", "C", "Cl", "C", "Cl"],
  "xyz": [[3.29253, -0.11735, -3.00218], [2.32266, -0.11455, -1.53312], [1.57376, 0.98461, -1.25355], [1.48101, 2.44674, -2.13774], [0.88224, 0.71153, 0.13677], [1.58822, 1.84663, 1.27184], [-0.68342, 0.79969, 0.11750], [-1.26161, 2.22967, -0.81156], [-1.48599, 0.78750, 1.48234], [-0.91088, 1.29803, 3.03576], [-2.39104, -0.16275, 1.45001], [-3.25769, -0.49994, 2.87848], [-2.33946, -0.96046, 0.22037], [-3.51235, -1.99961, -0.38817], [-1.36566, -0.41366, -0.52688], [-1.35306, -0.69034, -2.23119], [1.32645, -0.71524, 0.40341], [0.93615, -1.64896, 1.76327], [2.16424, -1.17410, -0.56152], [2.99388, -2.60745, -0.31385]],
  "nbo_charge": [0.046, -0.065, -0.042, 0.106, -0.129, 0.058, -0.075, 0.027, -0.038, 0.066, -0.088, 0.078, -0.109, 0.109, -0.038, 0.063, -0.064, 0.091, -0.109, 0.112]
}

---

No. 2
{
  "formula": "C10H10",
  "method": "ωB97M-V/def2-TZVPD",
  "spin_multiplicity": 1,
  "gap_ev": 9.63,
  "lumo_ev": 0.7,
  "de_lowest_kcal_mol": 91.1,
  "species": ["C", "C", "C", "C", "C", "C", "C", "C", "C", "C", "H", "H", "H", "H", "H", "H", "H", "H", "H", "H"],
  "xyz": [[-2.69496, -2.28587, -1.21363], [-1.40466, -2.43333, -0.93878], [-0.42844, -1.26407, -0.47302], [-0.69924, 0.10426, -0.91440], [-0.01318, 1.12124, -0.42915], [0.96130, 0.82243, 0.50813], [1.83475, 2.02478, 1.03849], [1.37739, 3.11468, 1.17834], [1.22036, -0.43023, 1.00340], [0.47358, -1.48264, 0.46808], [-3.32509, -1.42402, -1.13978], [-3.13133, -3.25597, -1.70776], [-0.92524, -3.26977, -1.18238], [-1.75315, 0.21922, -1.65255], [0.06377, 2.24799, -1.14368], [2.88353, 1.89420, 1.25787], [2.18514, 4.31994, 1.39971], [0.42869, 3.31377, 1.27700], [2.04249, -0.65194, 1.65525], [0.90430, -2.68467, 1.00887]],
  "nbo_charge": [-0.390, -0.163, -0.127, -0.179, -0.217, -0.055, -0.243, -0.271, -0.232, -0.128, 0.205, 0.203, 0.191, 0.222, 0.235, 0.214, 0.140, 0.172, 0.222, 0.201]
}